44
Properties=species:S:1:pos:R:3:nbo_charge:R:1 method="wB97M-V/def2-TZVPD" charge=+1 homo_lumo_gap_ev=4.875 e_homo_ev=-12.9353 largest_force_ev_per_a=1.3 e_lumo_ev=-8.061
Zn -0.345 -3.098 -1.808 1.643
C -1.103 0.438 -0.633 -0.725
C -0.756 -0.921 -1.139 0.801
O -1.003 -1.308 -2.328 -0.761
O -0.132 -1.723 -0.372 -0.769
H -0.309 1.119 -0.947 0.286
H -1.095 0.369 0.451 0.266
H -2.047 0.731 -1.080 0.253
C 2.068 -2.245 2.246 -0.257
O 2.868 -1.710 3.305 -0.488
C 3.790 -0.837 2.894 0.982
O 3.940 -0.469 1.758 -0.657
O 4.473 -0.426 3.949 -0.481
C 5.554 0.464 3.674 -0.260
H 1.236 -2.755 2.730 0.191
H 2.673 -2.951 1.681 0.183
H 1.643 -1.441 1.651 0.193
H 5.866 0.873 4.628 0.205
H 5.246 1.271 3.008 0.197
H 6.382 -0.049 3.184 0.191
C -2.038 3.725 0.235 -0.731
C -0.832 4.113 -0.467 0.291
N 0.137 4.471 -0.963 -0.335
H -2.658 4.615 0.341 0.275
H -1.821 3.352 1.238 0.264
H -2.618 2.934 -0.233 0.239
C 1.875 2.348 -2.701 -0.747
C 1.712 1.000 -3.217 0.324
N 1.577 -0.061 -3.623 -0.397
H 2.577 2.870 -3.359 0.275
H 2.329 2.333 -1.713 0.269
H 0.964 2.935 -2.707 0.276
C -3.715 -1.616 -4.083 -0.704
C -4.977 -2.304 -4.314 0.259
N -5.971 -2.842 -4.495 -0.286
H -3.001 -2.306 -3.639 0.214
H -3.817 -0.798 -3.368 0.247
H -3.367 -1.144 -4.999 0.270
C -2.866 -1.757 2.243 -0.715
C -2.013 -0.997 3.157 0.266
N -1.307 -0.357 3.802 -0.300
H -3.333 -1.022 1.591 0.246
H -3.562 -2.408 2.766 0.272
H -2.224 -2.417 1.656 0.232